Below is a structure of composition C30H26MnN2O6SbSe4Te in a non-equilibrium geometry, with properties calculated with ωB97M-V with the def2-TZVPD basis set.

Results
- E_LUMO (alpha / beta): -5.696 / -5.417 eV
- 2S+1: 2
- Net charge: +1
- Orbital gap (alpha / beta): 5.456 / 5.740 eV
- Highest occupied orbital energy (alpha / beta): -11.2 / -11.2 eV
- DFT total energy: -12984.3170 a.u.

Positions of all 71 atoms, in Å:
Mn 1.68543 0.55646 2.47742
O -2.85227 2.88730 5.12520
C -1.81229 2.57622 4.35590
C -1.42777 3.31103 3.24532
C -0.31060 2.95127 2.51625
N 0.48489 1.96195 2.93960
C 0.02490 1.15071 3.96101
C -1.10345 1.40425 4.67335
C 0.95109 -0.09482 4.44780
O 0.51046 -1.01369 5.04763
O 2.27131 0.17566 4.17235
C -0.15471 3.56309 1.09688
O -0.83574 4.54156 0.86387
O 0.60901 2.89507 0.33509
H -3.23300 3.73860 4.87445
H -2.00317 4.14924 2.87089
H -1.40413 0.73839 5.47038
Se 6.41507 3.85889 0.14324
Sb 5.73747 1.73090 -0.49492
Se 3.44768 0.94866 1.36434
Se 3.17758 1.53905 -0.84374
Se 7.24930 0.23057 -1.45979
C -1.38500 1.07114 -6.43814
C -1.02671 1.04484 -4.97997
C -1.61430 0.14758 -4.10503
C -1.27661 0.10249 -2.75983
C -2.13431 -0.79067 -1.90363
C -0.24479 0.94104 -2.29744
Te 0.63262 0.50031 -0.37875
N 0.83573 -0.94963 1.92449
C -0.46968 -0.70009 1.82920
O -0.93036 0.23880 0.99995
C -1.47243 -1.53759 2.47109
C -2.79037 -1.08427 2.59595
C -3.71350 -1.86208 3.26653
C -3.33046 -3.09208 3.79535
C -2.02766 -3.55045 3.65440
C -1.09138 -2.77506 2.99395
C 1.19751 -1.53783 -1.02782
C 0.16413 -2.42479 -0.68571
C 0.18179 -3.76699 -1.01123
C 1.25506 -4.25878 -1.73177
C 2.30153 -3.40954 -2.02586
C 2.34393 -2.05918 -1.65153
C 3.67022 -1.38541 -1.89694
C 0.27695 1.95929 -3.12144
C 1.18807 3.09371 -2.72818
C -0.12760 1.95783 -4.45271
H -2.28486 0.49296 -6.63808
H -0.57220 0.64900 -7.03211
H -1.54090 2.09323 -6.78207
H -2.39077 -0.51963 -4.46275
H -3.18060 -0.58088 -2.12939
H -2.02228 -0.61157 -0.83808
H -1.95613 -1.84357 -2.11362
H -3.07565 -0.13001 2.17298
H -4.73105 -1.51442 3.38103
H -4.05881 -3.69863 4.31731
H -1.73660 -4.50538 4.06942
H -0.07096 -3.11320 2.87408
H -0.69586 -2.08804 -0.13032
H -0.63228 -4.40891 -0.70087
H 1.29522 -5.29642 -2.03442
H 3.16072 -3.80182 -2.55395
H 4.36454 -2.10202 -2.33012
H 4.12234 -1.06930 -0.95772
H 3.62314 -0.53726 -2.57697
H 1.11014 3.35113 -1.67554
H 0.91375 3.97236 -3.30877
H 2.23056 2.86890 -2.96636
H 0.28911 2.72055 -5.10111

Force components x, y, z for each atom (eV/Å):
-1.3 -1.0 -1.4
0.0 -0.1 0.0
0.0 -0.1 0.1
0.1 0.1 0.0
0.1 0.0 -0.3
-0.6 -1.4 1.1
0.9 -0.2 0.6
-0.1 0.0 0.0
1.0 1.8 0.9
-0.3 -0.1 0.2
-2.0 -0.2 -0.6
-0.1 0.1 0.3
0.1 0.0 0.0
0.0 -0.1 0.2
0.0 0.0 0.0
0.0 0.0 0.0
0.0 0.0 0.0
-0.4 0.0 0.2
1.7 0.4 -0.6
2.1 0.2 0.0
0.3 0.9 0.3
-0.5 -0.2 0.1
0.1 0.0 0.0
0.0 0.0 -0.1
0.0 0.0 0.0
0.1 0.0 -0.1
0.0 0.1 0.0
-0.7 -0.1 0.3
0.5 0.0 -1.5
-0.7 1.6 0.9
0.6 -0.7 -0.8
0.3 -0.6 -0.5
0.0 0.0 0.2
0.0 0.0 -0.1
0.0 0.0 0.0
0.0 0.0 0.0
0.0 0.0 0.0
0.0 0.0 0.1
-1.2 -0.5 0.6
0.2 0.0 0.0
0.1 0.0 0.0
-0.1 0.0 0.0
0.1 0.1 0.0
0.1 0.1 -0.1
0.0 -0.1 -0.1
0.0 0.0 0.0
0.0 -0.1 0.2
0.1 0.0 -0.1
0.0 0.0 0.0
0.0 0.0 0.0
0.0 0.0 0.0
0.0 0.0 0.0
0.0 0.0 0.0
0.0 0.0 0.0
0.0 0.0 0.0
0.0 0.0 0.0
0.0 0.0 0.0
0.0 0.0 0.0
0.0 0.0 0.0
0.0 0.0 0.0
-0.1 0.1 0.0
0.0 0.0 0.0
0.0 0.0 0.0
0.0 0.0 0.0
-0.1 0.0 -0.1
0.0 0.0 0.0
-0.1 0.0 0.0
0.0 0.0 0.0
0.0 0.0 0.0
0.0 0.0 -0.1
0.0 0.0 0.0

***

Below is the molecule C5H3NO2 in a non-equilibrium geometry, with properties calculated with ωB97M-V with the def2-TZVPD basis set.

Results
- E_LUMO: 0.672 eV
- Relative energy (zero: lowest compared OMol25 entry of this formula, charge and spin): 3.680 eV
- Net charge: 0
- Orbital gap: 10.034 eV
- Highest occupied orbital energy: -9.4 eV
- DFT total energy: -397.3974 a.u.
- SMILES: c1cc2oncc2o1

Positions of all 11 atoms, in Å:
C 0.71092 -1.30480 -1.01359
C -0.35609 -1.49931 -0.32741
C -0.50041 -0.24530 0.30330
O -1.43765 0.33538 1.00606
N -1.12498 1.75641 1.07913
C 0.15713 1.81064 0.58173
C 0.56385 0.50946 0.14396
O 1.27183 -0.04090 -0.93146
H 1.44643 -1.80474 -1.60727
H -1.36713 -2.24326 -0.30576
H 0.63610 2.72641 1.07130

Force components x, y, z for each atom (eV/Å):
4.8 0.7 -3.3
-7.1 -2.4 1.8
-1.5 -0.9 2.2
-1.8 1.3 -0.4
3.4 -2.0 -0.3
-2.1 1.4 2.7
1.1 2.6 -2.3
0.3 0.0 2.3
-0.7 -1.3 -0.5
3.8 1.7 -0.3
-0.2 -1.2 -1.9

***

Below is a structure of composition C11H23Br2NO8Si2 in a non-equilibrium geometry, with properties calculated with ωB97M-V with the def2-TZVPD basis set.

Results
- E_LUMO: 0.371 eV
- Relative energy (zero: lowest compared OMol25 entry of this formula, charge and spin): 0.000 eV
- Net charge: 0
- Orbital gap: 10.140 eV
- Highest occupied orbital energy: -9.8 eV
- DFT total energy: -6816.6634 a.u.

Positions of all 47 atoms, in Å:
C 5.11279 2.21431 -1.33409
C 4.22230 1.42205 -2.37644
Br 4.37705 -0.52883 -2.21720
C 2.74405 1.94240 -2.37794
Br 2.80684 3.92228 -2.59151
Si 1.68990 1.38186 -0.88428
C 0.30138 2.69427 -0.67575
O -0.58596 2.39533 0.41692
C -1.61398 1.53108 0.04104
O -2.63408 2.16477 -0.73466
C -3.75285 1.30507 -0.84672
C -3.96058 0.75387 -2.33881
O -2.77107 1.05388 -3.09277
O 2.53641 1.31461 0.59920
Si 2.70234 -0.22286 1.27135
O 1.43931 -1.32893 0.83875
C 1.94690 -2.25635 0.02683
N 2.21439 -3.14005 -0.62957
H 5.52303 3.09216 -1.89374
H 5.98951 1.62398 -0.99851
H 4.51111 2.64089 -0.50190
H 4.64766 1.69203 -3.37382
H 2.21752 1.55603 -3.28787
H 1.02552 0.13701 -1.27692
H 0.83838 3.64256 -0.41229
H -0.20978 2.89707 -1.64739
H -1.26523 0.62740 -0.52308
H -2.09344 1.17660 0.99115
H -3.68042 0.39545 -0.19884
H -4.70143 1.82224 -0.55491
H -4.84285 1.25993 -2.80303
H -4.14122 -0.34725 -2.32704
H -2.88542 1.98413 -3.34497
H 3.97275 -0.87246 0.90339
H 2.68973 -0.14942 2.74445
C -0.44026 -4.10197 1.45321
O -1.16200 -4.29336 2.67136
C -2.03025 -3.31772 2.95142
O -2.23552 -2.33760 2.28096
O -2.63296 -3.61810 4.10717
C -3.59514 -2.65461 4.53358
H 0.23047 -4.94955 1.32872
H -1.12182 -4.07217 0.60274
H 0.15470 -3.19364 1.50059
H -4.40161 -2.56729 3.80509
H -3.12264 -1.68639 4.70101
H -4.01355 -3.00473 5.47512

Force components x, y, z for each atom (eV/Å):
0.0 0.1 -0.8
0.6 2.0 -0.3
-0.4 0.6 0.1
0.5 -1.0 -0.1
-0.2 -0.7 0.0
-0.7 1.8 0.1
1.1 0.6 -0.1
-0.5 -0.3 -1.1
-0.6 -0.9 0.9
-0.1 -0.1 0.5
-1.2 -1.0 -0.6
0.4 0.7 0.5
-1.0 -0.1 -0.2
-0.8 -2.2 -0.8
0.5 1.0 0.8
1.9 -0.5 -1.1
-2.2 2.4 2.3
0.9 -1.8 -1.5
-0.3 -0.7 0.5
-0.7 0.2 0.0
0.5 -0.6 -0.4
-0.3 -0.7 0.7
0.4 0.4 0.7
0.3 -0.4 0.1
-0.6 -0.7 -0.1
0.1 -0.2 0.7
0.1 0.7 0.2
0.5 0.3 -0.6
0.2 0.8 -0.2
0.9 -0.1 0.0
0.6 -0.5 0.3
0.3 0.9 -0.1
0.4 -0.4 0.1
-0.2 0.1 -0.3
-0.4 0.2 -0.2
0.2 -0.1 -0.3
-0.2 0.1 0.1
0.1 -0.2 0.0
0.0 -0.1 0.1
0.1 0.0 -0.1
-0.2 0.2 0.2
-0.1 0.0 0.2
0.0 0.2 0.1
-0.2 0.0 0.0
0.1 0.1 0.0
0.0 0.0 -0.2
0.2 -0.2 -0.1

***

Below is a cluster of 2 separate species, C2H5BrOS in total in a non-equilibrium geometry, with properties calculated with ωB97M-V with the def2-TZVPD basis set.

Results
- E_LUMO: 0.370 eV
- Relative energy (zero: lowest compared OMol25 entry of this formula, charge and spin): 0.383 eV
- Net charge: 0
- Orbital gap: 10.360 eV
- Highest occupied orbital energy: -10.0 eV
- DFT total energy: -3126.6183 a.u.
- SMILES: CC(=O)S.Br

Positions of all 10 atoms, in Å:
C -0.16208 -1.16813 0.37839
C -0.29434 -1.09756 -1.09625
O -1.05107 -1.69171 -1.79834
S 0.99014 -0.09430 -1.81151
H -0.22550 -0.05209 0.83751
H -0.86016 -1.84818 0.78503
H 0.79588 -1.63892 0.81665
H 1.32501 0.47435 -0.57131
Br -0.81206 3.67694 0.85670
H 0.29419 3.43961 1.60312

Force components x, y, z for each atom (eV/Å):
1.4 1.7 2.6
1.4 0.0 -0.3
-0.6 -0.3 0.0
0.4 1.1 1.0
-0.1 -2.8 -0.9
-1.5 -0.2 0.5
-0.9 1.1 -1.4
-0.1 -0.5 -1.5
-1.6 0.3 -1.1
1.6 -0.3 1.1

***

Below is a structure of composition C37H31Br3F6 in a non-equilibrium geometry, with properties calculated with ωB97M-V with the def2-TZVPD basis set.

Results
- E_LUMO: -0.380 eV
- Relative energy (zero: lowest compared OMol25 entry of this formula, charge and spin): 0.000 eV
- Net charge: 0
- Orbital gap: 8.492 eV
- Highest occupied orbital energy: -8.9 eV
- DFT total energy: -9749.6750 a.u.

Positions of all 77 atoms, in Å:
F 1.63988 7.46786 -3.45454
C 1.79952 6.21984 -2.91078
C 0.66243 5.51756 -2.49661
C 0.77110 4.23516 -1.94962
C 2.05562 3.66537 -1.90010
C 3.18732 4.34557 -2.30272
C 3.06673 5.62686 -2.79377
H -0.31685 5.96981 -2.55040
H -0.04312 3.63290 -1.57448
H 2.14173 2.69202 -1.44011
H 4.15257 3.94592 -2.02896
H 3.87415 6.27090 -3.10947
F 0.12963 3.20341 -5.17284
C -0.79629 2.22495 -5.34384
C -1.67497 2.31607 -6.44261
C -2.73939 1.49987 -6.51681
C -2.88741 0.48618 -5.57374
C -1.99427 0.35398 -4.48576
C -0.88936 1.18812 -4.40489
H -1.51966 3.07841 -7.19169
H -3.40276 1.55985 -7.36696
H -3.74274 -0.17309 -5.58740
H -2.19239 -0.38740 -3.72583
H -0.24023 1.05593 -3.55192
F -0.77661 7.33689 0.79323
C -1.22211 6.20595 1.39732
C -0.62609 4.97521 1.07330
C -1.21989 3.77472 1.48336
C -2.33672 3.85917 2.32280
C -2.94475 5.04773 2.65731
C -2.42328 6.25420 2.13326
H 0.25907 4.91648 0.45731
H -0.77379 2.82259 1.23669
H -2.75702 2.95470 2.73712
H -3.80819 5.24749 3.27454
H -2.86985 7.23011 2.25407
F 3.11234 -1.91632 0.26816
C 3.41535 -3.20856 0.04148
C 4.03025 -3.58051 -1.16725
C 4.39037 -4.90605 -1.29209
C 4.09371 -5.86414 -0.30828
C 3.43243 -5.49730 0.86880
C 3.12431 -4.12633 1.05627
H 4.39986 -2.81777 -1.83658
H 4.78837 -5.16001 -2.26343
H 4.38268 -6.87060 -0.57275
H 3.19873 -6.20210 1.65305
H 2.70424 -3.84639 2.01104
F -2.30814 -0.60314 2.62271
C -1.37611 -0.88590 3.53654
C -1.63799 -1.85180 4.50117
C -0.55172 -2.27361 5.36841
C 0.68024 -1.66975 5.24979
C 0.93768 -0.71977 4.24842
C -0.06596 -0.35083 3.35940
H -2.64724 -2.20809 4.64567
H -0.71470 -3.00578 6.14543
H 1.42209 -1.99784 5.96283
H 1.90775 -0.24537 4.23072
H 0.12353 0.28226 2.50519
F -0.09019 -3.84059 0.26556
C -0.78804 -4.57823 1.16016
C -1.87709 -5.27077 0.65663
C -2.57689 -6.11995 1.53084
C -2.12492 -6.17398 2.83892
C -1.06102 -5.44228 3.38555
C -0.34478 -4.64514 2.50427
H -2.06684 -5.18921 -0.40343
H -3.46888 -6.64058 1.21508
H -2.64624 -6.80876 3.54012
H -0.75870 -5.62173 4.40673
H 0.50751 -4.10134 2.88409
C -0.63702 -0.59192 -0.41906
Br 1.22058 0.10163 -0.48415
Br -1.02667 -1.92056 -1.88809
Br -1.91029 0.88053 -0.49468
H -0.73458 -1.13266 0.52231

Force components x, y, z for each atom (eV/Å):
0.4 -1.0 0.5
-0.4 -1.1 0.1
-0.3 0.1 0.2
1.9 0.2 -0.8
-1.0 -0.2 0.5
-0.1 0.2 0.7
-0.9 1.7 -0.7
0.0 0.3 -0.1
-0.4 0.3 -0.2
0.2 -0.1 -0.1
0.2 -0.1 -0.5
0.4 -0.3 0.1
-0.1 -0.6 -0.3
-0.3 -0.4 0.0
2.0 1.6 1.0
-0.8 -2.0 -0.1
0.0 -0.1 1.3
-0.8 0.2 -1.6
-0.5 0.7 -0.2
0.1 0.2 0.1
-0.2 0.1 0.0
-0.1 0.0 -0.2
0.1 0.0 -0.1
0.4 0.4 -0.1
0.1 -0.3 0.5
-1.3 -1.0 -0.4
-0.3 0.0 0.0
-0.1 1.6 0.9
-0.3 -1.0 0.2
0.7 2.4 -0.8
1.6 -0.6 -0.5
0.1 0.4 0.0
0.0 0.1 0.0
0.0 -0.2 -0.1
-0.2 -1.0 0.2
-0.2 -0.1 0.3
0.3 -0.1 0.0
0.1 -0.8 0.3
0.0 0.5 1.9
-0.7 -0.1 -0.1
-0.2 0.4 -0.6
0.6 1.3 -0.8
0.4 -0.9 -0.6
-0.4 0.0 -0.3
0.4 -0.5 0.2
-0.1 -0.2 0.5
0.0 -0.1 -0.1
-0.1 0.4 -0.2
-0.4 0.4 -0.1
2.0 -1.0 0.4
1.5 0.2 1.0
-1.7 1.2 -1.4
-0.1 -0.2 -0.1
-0.5 -0.1 0.3
-1.0 -0.7 0.4
0.0 -0.2 -0.2
-0.2 -0.1 0.0
0.4 0.3 -0.1
0.1 0.0 -0.3
0.0 0.3 0.1
0.2 0.1 0.4
0.4 -0.2 0.7
0.3 -0.4 0.6
0.9 1.2 -0.1
-0.6 -0.5 1.2
-0.3 -0.5 -1.8
-0.5 0.1 -0.5
-0.3 0.0 0.0
0.1 -0.2 0.0
-0.2 -0.2 0.0
0.0 0.3 0.0
0.1 0.2 -0.4
0.2 -0.1 -0.8
-1.3 -0.3 -0.2
0.5 1.0 1.1
0.4 -0.7 0.0
-0.1 0.2 -0.3

***

Below is a structure of composition C2H5NO2S in a non-equilibrium geometry, with properties calculated with ωB97M-V with the def2-TZVPD basis set.

Results
- E_LUMO: -0.290 eV
- Relative energy (zero: lowest compared OMol25 entry of this formula, charge and spin): 4.972 eV
- Net charge: 0
- Orbital gap: 9.404 eV
- Highest occupied orbital energy: -9.7 eV
- DFT total energy: -682.4569 a.u.

Positions of all 11 atoms, in Å:
C 0.32383 -0.40198 1.14304
C -0.07463 0.60717 -0.48190
N 0.34657 0.50130 2.23083
O -0.70040 0.81001 2.80397
O 1.37451 1.06477 2.57929
S 0.06860 -0.44360 -1.88920
H 1.23784 -0.80222 1.13163
H -0.54606 -1.09297 1.28622
H -1.17386 0.94152 -0.36762
H 0.63956 1.38115 -0.68775
H -1.09434 -1.31010 -1.58126

Force components x, y, z for each atom (eV/Å):
-4.6 2.1 -3.0
-1.6 -2.0 2.6
-1.0 3.3 2.7
-0.3 -1.0 -0.9
0.8 -0.9 -1.0
-2.1 -2.1 0.3
3.4 -1.8 -0.8
1.0 0.7 -0.4
2.1 -0.3 0.2
0.2 0.6 0.7
2.1 1.5 -0.6

***

- net charge of number 1 (C30H26MnN2O6SbSe4Te)?
  +1

***

- Among the records above, which one has the highest DFT total energy?
  C5H3NO2